Entry 1:
The following is a DFT calculation (the ωB97M-V functional and the def2-TZVPD basis) of C2H9N3O2 as an isolated structure at a distorted geometry.

Geometry (Å):
C: -1.06715 -1.91069 1.18658
O: -0.77418 -0.55461 1.05866
H: 1.00423 -0.20132 0.40018
H: -2.03370 -2.13512 0.71027
H: -1.16842 -2.13898 2.25620
H: -0.28367 -2.59088 0.81880
C: 0.77612 0.84136 0.01340
N: -0.83188 0.10224 -1.50448
N: 1.54919 1.22415 -1.13086
O: 0.89673 1.72881 1.08955
N: -0.62113 0.65467 -0.32256
H: 0.21461 1.48064 1.73065
H: -0.01943 -0.25805 -2.00855
H: -1.60058 0.49000 -2.03378
H: 2.53148 1.04996 -0.95985
H: 1.42779 2.21782 -1.30424

Properties
**HOMO-LUMO gap (alpha / beta)**: 9.35 / 9.36 eV
**Electronic energy**: -396.20030 Eh
**F_max**: 0.05297 hartree/bohr
**ΔE to the lowest compared entry with this formula, charge and spin**: 471.16 kJ/mol

Here are the Löwdin charges for atoms 1 to 8, given in e: -0.200, -0.292, 0.156, 0.069, 0.079, 0.064, -0.538, 0.066

---

Entry 2:
The following is a DFT calculation (the ωB97M-V functional and the def2-TZVPD basis) of one molecule with the formula C4H6N2O at a distorted geometry.

Geometry (Å):
C: 1.48609 1.48059 -0.79764
C: 0.24249 0.89977 -1.08202
N: -0.27034 -0.11816 -0.25641
C: -1.60035 -0.63273 -0.49507
O: -1.89313 -1.79392 -0.37646
N: 0.45322 -0.21094 0.91319
C: 0.18415 -1.13906 1.79832
H: 1.96210 2.22212 -1.48479
H: 2.10287 1.25595 0.13424
H: -0.33920 0.97932 -2.04393
H: -2.40558 -0.01479 -0.75147
H: -0.30198 -2.15556 1.70555
H: 0.37965 -0.77260 2.73649

Properties
**HOMO-LUMO gap**: 8.98 eV
**Structure (SMILES)**: C=CN(C=O)N=C
**Electronic energy**: -340.63985 Eh
**F_max**: 0.06856 hartree/bohr
**ΔE to the lowest compared entry with this formula, charge and spin**: 407.12 kJ/mol

Here are the Löwdin charges for atoms 1 to 8, given in e: -0.008, -0.164, -0.146, -0.241, 0.067, 0.016, 0.014, 0.045

---

Entry 3:
The following is a DFT calculation (the ωB97M-V functional and the def2-TZVPD basis) of a 2-piece molecular cluster, CHF3N3 overall at a distorted geometry.

Geometry (Å):
C: 1.28452 -0.42853 -0.95517
N: 1.59839 -0.87193 0.20970
N: 1.02224 0.33474 0.11491
N: -1.05365 0.33122 0.68380
F: 1.34433 -0.54483 -2.20669
F: -1.36356 1.34162 1.51565
F: -1.68475 0.50347 -0.40709
H: -1.14754 -0.66575 1.04489

Properties
**HOMO-LUMO gap (alpha / beta)**: 8.68 / 8.67 eV
**Electronic energy**: -501.93416 Eh
**Total charge**: +1
**F_max**: 0.08539 hartree/bohr
**ΔE to the lowest compared entry with this formula, charge and spin**: 305.81 kJ/mol

Löwdin charges in e: -0.270, 0.328, 0.279, -0.090, 0.331, 0.103, 0.105, 0.212

---

Entry 4:
The following is a DFT calculation (the ωB97M-V functional and the def2-TZVPD basis) of a 5-piece molecular cluster, C39H61N3O10 overall at a distorted geometry.

Geometry (Å):
C: 2.23519 -5.24695 1.55466
C: 2.12368 -4.07783 0.46982
O: 2.68875 -2.90535 1.08154
C: 3.50698 -2.14317 0.17229
C: 3.01837 -0.63067 0.29655
O: 2.03810 -0.36725 -0.72293
C: 0.82533 0.17243 -0.19374
C: -0.19427 -0.93800 0.28349
C: -0.46141 -1.13772 1.69299
C: 0.18154 -0.32526 2.87485
N: 0.35796 -1.08999 4.11888
C: 1.31877 -2.19947 3.98659
C: -1.47601 -2.19293 2.07011
C: -2.14339 -2.95381 1.04614
C: -3.22652 -4.00571 1.53748
C: -4.41464 -3.13781 2.13359
C: -5.04609 -3.41689 3.41442
C: -6.11871 -2.47717 3.84744
C: -6.54874 -1.33093 3.06808
C: -7.65292 -0.30888 3.49858
C: -5.89504 -1.10356 1.75841
C: -4.84161 -1.98841 1.28612
C: -1.86401 -2.77046 -0.42499
N: -2.58777 -3.56198 -1.30604
C: -2.24513 -3.23765 -2.57873
C: -1.22901 -2.23580 -2.99276
N: -0.53218 -1.47981 -2.10921
C: -0.87887 -1.74403 -0.79224
H: 1.42038 -5.09523 2.32148
H: 3.25658 -5.15866 2.01252
H: 2.08131 -6.23864 1.05013
H: 2.67388 -4.42079 -0.44854
H: 1.03511 -3.87731 0.27736
H: 3.32957 -2.42439 -0.89737
H: 4.57770 -2.22227 0.49732
H: 2.49094 -0.57152 1.28411
H: 3.86672 0.10488 0.32284
H: 0.35170 0.80270 -1.00084
H: 0.96892 0.86702 0.68110
H: 1.14488 0.18500 2.61693
H: -0.55090 0.50642 3.11623
H: -0.53268 -1.41014 4.49436
H: 0.90602 -3.10194 3.43842
H: 1.52569 -2.56963 5.03862
H: 2.31435 -1.89325 3.57338
H: -1.72487 -2.39631 3.13528
H: -3.57733 -4.63120 0.67694
H: -2.72441 -4.61958 2.32841
H: -4.73711 -4.29314 4.03948
H: -6.60483 -2.64819 4.84542
H: -8.38806 -0.27024 2.63881
H: -7.22636 0.73441 3.55735
H: -8.19303 -0.58867 4.43570
H: -6.18698 -0.22638 1.13127
H: -4.37609 -1.75771 0.30134
H: -2.76724 -3.80080 -3.39965
H: -1.03909 -2.10250 -4.09016
C: -1.85397 1.31823 -7.03016
C: -1.31098 0.13833 -7.80876
O: -1.35793 -1.06351 -7.02971
C: -2.43435 -1.86487 -6.94170
C: -3.76558 -1.36347 -7.43534
O: -2.33761 -2.93913 -6.40530
H: -2.90485 1.18044 -6.77115
H: -1.75956 2.23802 -7.61027
H: -1.30930 1.43762 -6.09153
H: -1.81273 0.00143 -8.76897
H: -0.25704 0.31035 -8.03449
H: -4.30243 -0.90014 -6.60614
H: -4.33977 -2.21386 -7.80182
H: -3.69248 -0.66238 -8.26364
C: 6.50755 -3.18989 -3.77825
C: 6.28593 -2.41738 -2.49477
O: 6.66073 -3.19801 -1.35199
C: 7.91195 -3.27582 -0.86218
C: 9.05828 -2.76531 -1.69558
O: 8.10869 -3.81432 0.19586
H: 7.56084 -3.43475 -3.92399
H: 6.16544 -2.61220 -4.63889
H: 5.96323 -4.13586 -3.75145
H: 6.79292 -1.45001 -2.49279
H: 5.22097 -2.20620 -2.38176
H: 9.46274 -3.58708 -2.28836
H: 9.83270 -2.39350 -1.02537
H: 8.79329 -1.93655 -2.34851
C: 2.20166 3.69187 5.24239
C: 2.17249 4.54519 3.99150
O: 1.56841 3.84168 2.89742
C: 0.24648 3.80181 2.66973
C: -0.69530 4.25825 3.75115
O: -0.17936 3.33543 1.63868
H: 1.19581 3.43754 5.57978
H: 2.71520 4.21395 6.05177
H: 2.71837 2.74957 5.04888
H: 1.68660 5.50997 4.15093
H: 3.19590 4.76411 3.68110
H: -0.98525 3.39891 4.35869
H: -1.58294 4.67946 3.28027
H: -0.28771 5.03943 4.38785
C: -2.77624 8.38726 -0.73106
C: -1.44502 8.99422 -0.34036
O: -1.13695 8.72961 1.03339
C: -0.53470 7.60882 1.46792
C: -0.42362 6.42766 0.54285
O: -0.15731 7.53558 2.61188
H: -2.76518 7.30014 -0.63974
H: -3.02850 8.64421 -1.76153
H: -3.56814 8.75249 -0.07423
H: -0.62976 8.67390 -0.99238
H: -1.50368 10.08034 -0.43239
H: -1.28338 5.77312 0.69370
H: 0.48662 5.88176 0.78736
H: -0.34429 6.69666 -0.50810

Properties
**HOMO-LUMO gap**: 7.92 eV
**Structure (SMILES)**: CCOCCOCc1c(CNC)cc(Cc2ccc(C)cc2)c2nccnc12.CCOC(C)=O.CCOC(C)=O.CCOC(C)=O.CCOC(C)=O
**Electronic energy**: -2439.19092 Eh
**F_max**: 0.07466 hartree/bohr

Here are the Löwdin charges for atoms 1 to 8, given in e: -0.074, -0.240, -0.201, -0.152, -0.152, -0.152, -0.165, -0.041

---

Entry 5:
The following is a DFT calculation (the ωB97M-V functional and the def2-TZVPD basis) of a 13-piece molecular cluster, C39H93Cl3N24O21 overall at a distorted geometry.

Geometry (Å):
C: -7.36426 10.83854 1.90866
C: -6.36349 11.15064 1.07424
C: -5.13988 10.34743 0.87155
O: -4.03815 10.82643 1.11315
O: -5.27539 9.06608 0.43263
C: -4.61662 8.80245 -0.82934
C: -3.66623 7.63352 -0.68405
C: -2.78545 7.45039 -1.91390
C: -1.67461 6.40275 -1.72947
C: -1.63193 5.36782 -2.86891
C: -1.00507 4.02451 -2.47907
C: -1.66957 3.29788 -1.28835
O: -1.53708 1.89111 -1.33811
C: -0.23757 1.41008 -1.57738
C: 0.85096 1.95010 -0.67274
O: 0.57439 1.59168 0.67686
O: 1.77709 1.78846 1.41784
C: -0.37174 -0.10894 -1.40649
C: -1.07519 -0.75857 -2.61427
C: -2.54726 -1.04592 -2.30374
C: -2.73068 -2.38230 -1.58630
Cl: -3.23372 -2.18827 0.13574
O: 0.88231 -0.69159 -1.08215
C: 0.76579 -1.90686 -0.37265
C: 1.50525 -3.03713 -1.08749
C: 1.26019 -4.34059 -0.37648
O: 2.06795 -5.24514 -0.33311
C: 1.25019 -1.74993 1.05872
O: 2.65109 -1.92370 1.12198
C: 3.14317 -1.98470 2.45519
C: 3.60137 -3.38859 2.82179
O: 4.88557 -3.30587 3.40130
C: 5.50354 -4.57399 3.59309
C: 5.71897 -4.86896 5.05451
C: -3.16028 3.54615 -1.17610
Cl: -3.66761 4.27867 0.30609
C: -4.07235 3.23449 -2.11121
C: -5.54497 3.51308 -2.03662
Cl: -3.60007 2.38387 -3.54492
H: -8.18599 11.52139 2.04347
H: -7.39467 9.91770 2.47387
H: -6.41344 12.09393 0.55095
H: -5.41297 8.52958 -1.51773
H: -4.10496 9.68438 -1.20525
H: -3.09740 7.74732 0.23750
H: -4.29563 6.75269 -0.56294
H: -2.35349 8.42262 -2.15312
H: -3.43542 7.21080 -2.75468
H: -1.75267 5.94651 -0.74679
H: -0.72843 6.93872 -1.74271
H: -2.60899 5.24765 -3.32591
H: -0.98051 5.77577 -3.64046
H: -1.06183 3.38655 -3.35452
H: 0.04714 4.22568 -2.29637
H: -1.22403 3.70855 -0.38109
H: 0.06469 1.59144 -2.61223
H: 0.94920 3.03423 -0.71063
H: 1.81250 1.55190 -0.98777
H: 2.29409 0.98910 1.23169
H: -1.03395 -0.24385 -0.54970
H: -0.97710 -0.16352 -3.51815
H: -0.60788 -1.72724 -2.78401
H: -2.96919 -0.26230 -1.68181
H: -3.12967 -1.06814 -3.22098
H: -1.84404 -3.00378 -1.60259
H: -3.50966 -2.97871 -2.03559
H: -0.27099 -2.23517 -0.28154
H: 2.56635 -2.84976 -1.17163
H: 1.03193 -3.16280 -2.06327
H: 0.26711 -4.47945 0.09971
H: 0.75429 -2.52293 1.65908
H: 0.92983 -0.79406 1.47283
H: 2.39071 -1.64915 3.16672
H: 4.00044 -1.32068 2.53507
H: 2.91918 -3.81897 3.56705
H: 3.58701 -4.05769 1.96057
H: 4.94111 -5.38159 3.12777
H: 6.47447 -4.53376 3.10531
H: 6.16041 -5.85050 5.18064
H: 4.78925 -4.82978 5.61881
H: 6.41979 -4.16678 5.49870
H: -6.05801 2.69653 -2.53411
H: -5.86078 3.55259 -1.00356
H: -5.75907 4.43336 -2.57356
C: 8.75847 -7.07874 3.01085
O: 7.66458 -6.91865 3.52406
N: 8.94693 -7.89465 1.93046
N: 9.88132 -6.45339 3.47658
H: 9.83608 -8.04135 1.49394
H: 8.14092 -8.36768 1.56852
H: 9.77323 -5.85106 4.27026
H: 10.78990 -6.56992 3.07215
C: -2.03533 2.46373 -7.41638
O: -2.96507 3.24778 -7.46396
N: -1.28551 2.16038 -8.53804
N: -1.64416 1.82363 -6.28284
H: -0.51331 1.52138 -8.53079
H: -1.54344 2.60968 -9.40507
H: -2.16597 2.02328 -5.44813
H: -0.86995 1.17509 -6.22660
C: -5.33842 7.09257 3.80135
O: -5.67418 6.63718 4.87881
N: -4.61484 6.37576 2.88730
N: -5.65203 8.36576 3.40602
H: -4.33255 6.73916 1.99599
H: -4.36021 5.43922 3.13864
H: -6.17713 8.92842 4.04749
H: -5.38066 8.75055 2.52042
C: 1.15067 -0.67068 -4.90805
O: 0.20051 0.10992 -4.92419
N: 1.89197 -0.92958 -6.02495
N: 1.53829 -1.34032 -3.78863
H: 2.66996 -1.56059 -6.03746
H: 1.63910 -0.45562 -6.86976
H: 1.01558 -1.19899 -2.94267
H: 2.31012 -1.97893 -3.77043
C: 5.91969 -9.10084 7.27529
O: 7.14524 -9.17500 7.35434
N: 5.10577 -9.64986 8.21756
N: 5.29351 -8.47127 6.24837
H: 4.10590 -9.59642 8.18776
H: 5.54625 -10.10617 8.99281
H: 5.87315 -8.06125 5.53700
H: 4.29767 -8.40137 6.16818
C: -2.39016 0.98255 -11.85276
O: -2.58012 2.17106 -11.65629
N: -2.34508 0.44405 -13.10907
N: -2.19611 0.10358 -10.82396
H: -2.18886 -0.52813 -13.29089
H: -2.48062 1.06990 -13.87999
H: -2.23376 0.48894 -9.89691
H: -2.02229 -0.87514 -10.94618
C: -5.19513 13.76653 3.63164
O: -6.31065 13.42862 3.27147
N: -4.99821 14.63384 4.67460
N: -4.05778 13.30119 3.03622
H: -4.09361 14.92210 4.99264
H: -5.81409 14.98856 5.13511
H: -4.15790 12.63631 2.28578
H: -3.13708 13.56592 3.32766
C: 3.94200 -13.13853 6.48620
O: 3.45520 -12.35400 5.69126
N: 5.00122 -12.81210 7.28519
N: 3.45985 -14.41215 6.64442
H: 5.41102 -13.44072 7.94829
H: 5.37386 -11.88329 7.19421
H: 2.68171 -14.68047 6.07340
H: 3.84250 -15.07405 7.29093
C: -3.52442 -6.14770 -2.86612
O: -2.84423 -5.13895 -2.96994
N: -2.97996 -7.36812 -2.58368
N: -4.88165 -6.13347 -3.02189
H: -3.51802 -8.20771 -2.49098
H: -1.98603 -7.40986 -2.46155
H: -5.31159 -5.25226 -3.22854
H: -5.45807 -6.94811 -2.93750
C: 6.42607 -6.57427 10.05967
O: 5.32036 -6.95865 9.71484
N: 6.60008 -5.72238 11.12178
N: 7.56890 -6.96053 9.42507
H: 7.49486 -5.39241 11.42634
H: 5.77714 -5.42194 11.60746
H: 7.47758 -7.59025 8.63952
H: 8.48112 -6.65308 9.70032
C: -2.39283 -3.71495 4.05755
O: -3.47622 -3.19497 4.24361
N: -1.75816 -3.67789 2.84489
N: -1.71903 -4.38153 5.04875
H: -0.86703 -4.10359 2.67707
H: -2.22413 -3.19548 2.09251
H: -2.15682 -4.42515 5.94887
H: -0.82672 -4.81685 4.91826
C: 2.03650 4.94830 -8.90878
O: 3.25207 5.01936 -8.85425
N: 1.25408 6.00490 -9.28638
N: 1.35035 3.80623 -8.59690
H: 0.25383 5.96482 -9.33552
H: 1.72189 6.85862 -9.52245
H: 1.89552 3.01552 -8.31390
H: 0.34921 3.72311 -8.63490

Properties
**HOMO-LUMO gap**: 9.16 eV
**Electronic energy**: -5816.87961 Eh
**F_max**: 0.03676 hartree/bohr
**ΔE to the lowest compared entry with this formula, charge and spin**: 0.00 kJ/mol

Here are the Löwdin charges for atoms 1 to 8, given in e: 0.060, -0.069, -0.484, 0.101, -0.040, -0.155, -0.205, -0.187

---

Entry 6:
The following is a DFT calculation (the ωB97M-V functional and the def2-TZVPD basis) of a 2-piece molecular cluster, C5H4F3N3O5S overall at a distorted geometry.

Geometry (Å):
O: -4.05020 1.83756 0.69411
N: -3.87915 1.93245 -0.40979
O: -3.92043 0.45381 -1.09341
C: -2.77708 -0.19082 -0.95088
C: -2.78300 -1.60114 -0.83473
C: -1.60812 -2.26107 -0.65687
C: -0.44143 -1.48541 -0.63029
N: -0.55190 -0.18787 -0.77751
N: -1.65640 0.50871 -0.92469
H: -3.73092 -2.12066 -0.87124
H: -1.55721 -3.33303 -0.53845
H: 0.54984 -1.89609 -0.49843
H: 0.33388 0.35168 -0.76629
C: 3.97320 0.53696 1.17005
F: 4.80653 0.60846 0.12553
F: 3.66256 -0.76104 1.35029
F: 4.63271 0.95175 2.25222
S: 2.46195 1.54412 0.89300
O: 1.90299 0.91482 -0.30885
O: 2.95864 2.87544 0.69527
O: 1.67355 1.32138 2.08096

Properties
**HOMO-LUMO gap**: 6.87 eV
**Electronic energy**: -1431.05193 Eh
**F_max**: 0.01996 hartree/bohr

Here are the Löwdin charges for atoms 1 to 8, given in e: 0.203, 0.148, -0.032, -0.372, 0.060, 0.011, 0.011, 0.083

---

Entry 7:
The following is a DFT calculation (the ωB97M-V functional and the def2-TZVPD basis) of one molecule with the formula C5H7NO4 at a distorted geometry.

Geometry (Å):
N: 0.15229 0.93283 0.23536
C: 0.65162 -0.13770 -0.60323
C: 0.19044 -1.49320 -0.05750
C: -1.31635 -1.65124 -0.06574
O: -1.89218 -2.61998 -0.47808
C: -2.03422 -0.44878 0.49803
O: -2.36715 -0.28340 1.65057
C: -2.32379 0.68218 -0.52311
O: -2.08685 0.60704 -1.69469
O: -2.88669 1.71664 0.07960
H: 0.55646 0.91942 1.16630
H: 0.27813 1.84301 -0.18762
H: 1.75034 -0.15277 -0.67924
H: 0.24268 0.01280 -1.60570
H: 0.51257 -1.58823 0.98572
H: 0.62479 -2.30870 -0.63694
H: -2.98874 1.49971 1.03150

Properties
**HOMO-LUMO gap**: 9.62 eV
**Structure (SMILES)**: NCCC(=O)C(=O)C(=O)O
**Electronic energy**: -550.43804 Eh
**F_max**: 0.02111 hartree/bohr
**ΔE to the lowest compared entry with this formula, charge and spin**: 0.00 kJ/mol

Here are the Löwdin charges for atoms 1 to 8, given in e: 0.024, -0.252, -0.087, -0.325, 0.151, -0.229, 0.129, -0.498

---

Entry 8:
The following is a DFT calculation (the ωB97M-V functional and the def2-TZVPD basis) of C5H12N3 as an isolated structure at a distorted geometry.

Geometry (Å):
C: 0.76388 1.07650 -0.48754
C: 1.92846 -0.27945 0.93467
C: 0.57516 -1.12546 0.78495
C: -1.49784 0.10350 0.94421
C: -0.85264 -0.91420 -1.20936
N: 1.81678 0.82178 0.02170
N: 0.07584 2.08533 -1.09620
N: -0.38996 -0.35859 0.04839
H: 1.84733 0.15740 1.92729
H: 2.87750 -0.71272 0.57489
H: 0.89168 -1.93393 0.11671
H: -0.00791 -1.34520 1.71944
H: -0.91332 0.35553 1.81606
H: -2.05236 0.81970 0.48951
H: -2.17864 -0.62155 1.15987
H: -0.97696 -2.01224 -1.15984
H: -1.76147 -0.54141 -1.49438
H: -0.34639 -0.60216 -2.01683
H: -0.16619 1.96289 -2.05245
H: 0.36704 3.06429 -1.02111

Properties
**HOMO-LUMO gap**: 11.68 eV
**Electronic energy**: -361.64903 Eh
**Total charge**: +1
**F_max**: 0.07881 hartree/bohr
**ΔE to the lowest compared entry with this formula, charge and spin**: 312.67 kJ/mol

Here are the Löwdin charges for atoms 1 to 8, given in e: -0.211, -0.092, -0.105, 0.030, -0.017, 0.140, 0.174, -0.247